Density functional theory data (ωB97M-V with the def2-TZVPD basis set) for 10 unconnected molecules or ions with the total composition C40H110N10O10 in a non-equilibrium geometry.

Each atom is followed by the atoms it is bonded to, with distances in Å.
Cartesian coordinates (Å):
1 C 24.25 7.44 -1.00  C2 1.578, H7 1.090, H8 1.090, H9 1.090
2 C 24.12 6.61 0.33  C1 1.578, C3 1.542, N6 1.452, H10 1.090
3 C 23.51 5.19 0.19  C2 1.542, O4 1.417, H11 1.090, H12 1.090
4 O 22.17 5.28 -0.27  C3 1.417, C5 1.415
5 C 21.42 4.09 -0.19  O4 1.415, H13 1.090, H14 1.090, H15 1.090
6 N 25.48 6.55 0.83  C2 1.452, H16 1.010, H17 1.010
7 H 24.87 8.32 -0.87  C1 1.090
8 H 23.29 7.81 -1.38  C1 1.090
9 H 24.86 6.81 -1.65  C1 1.090
10 H 23.38 7.13 0.94  C2 1.090
11 H 23.52 4.69 1.15  C3 1.090
12 H 24.10 4.67 -0.57  C3 1.090
13 H 20.36 4.33 -0.30  C5 1.090
14 H 21.50 3.49 0.72  C5 1.090
15 H 21.67 3.37 -0.98  C5 1.090
16 H 25.87 7.48 0.77  N6 1.010
17 H 26.08 5.97 0.27  N6 1.010
18 C 25.69 2.74 -9.49  C19 1.528, H24 1.090, H25 1.090, H26 1.090
19 C 26.59 2.60 -8.26  C18 1.528, C20 1.523, N23 1.431, H27 1.090
20 C 27.71 1.62 -8.56  C19 1.523, O21 1.471, H28 1.090, H29 1.090
21 O 27.26 0.23 -8.74  C20 1.471, C22 1.395
22 C 28.29 -0.55 -9.26  O21 1.395, H30 1.090, H31 1.090, H32 1.090
23 N 27.12 3.86 -7.85  C19 1.431, H33 1.010, H34 1.010
24 H 26.24 2.99 -10.39  C18 1.090
25 H 24.85 3.43 -9.40  C18 1.090
26 H 25.21 1.79 -9.74  C18 1.090
27 H 25.97 2.19 -7.46  C19 1.090
28 H 28.42 1.60 -7.73  C20 1.090
29 H 28.20 1.90 -9.49  C20 1.090
30 H 28.57 -0.18 -10.25  C22 1.090
31 H 27.87 -1.56 -9.37  C22 1.090
32 H 29.19 -0.55 -8.66  C22 1.090
33 H 27.75 3.51 -7.15  N23 1.010
34 H 27.80 4.02 -8.59  N23 1.010
35 C 17.74 1.51 -20.90  C36 1.504, H41 1.090, H42 1.090, H43 1.090
36 C 18.58 0.50 -20.16  C35 1.504, C37 1.581, N40 1.456, H44 1.090
37 C 18.52 0.77 -18.61  C36 1.581, O38 1.416, H45 1.090, H46 1.090
38 O 19.47 -0.09 -18.01  C37 1.416, C39 1.423
39 C 19.29 -0.34 -16.62  O38 1.423, H47 1.090, H48 1.090, H49 1.090
40 N 18.06 -0.84 -20.43  C36 1.456, H50 1.010, H51 1.010
41 H 17.84 1.34 -21.97  C35 1.090
42 H 18.14 2.52 -20.85  C35 1.090
43 H 16.67 1.48 -20.68  C35 1.090
44 H 19.60 0.51 -20.52  C36 1.090
45 H 17.54 0.50 -18.21  C37 1.090
46 H 18.93 1.72 -18.28  C37 1.090
47 H 19.83 -1.23 -16.31  C39 1.090
48 H 18.23 -0.50 -16.41  C39 1.090
49 H 19.67 0.47 -15.99  C39 1.090
50 H 17.06 -0.72 -20.40  N40 1.010
51 H 18.32 -1.36 -19.61  N40 1.010
52 C 20.69 -2.99 -6.24  C53 1.594, H58 1.090, H59 1.090, H60 1.090
53 C 21.32 -3.76 -7.48  C52 1.594, C54 1.546, N57 1.452, H61 1.090
54 C 21.04 -3.12 -8.86  C53 1.546, O55 1.388, H62 1.090, H63 1.090
55 O 19.70 -2.91 -9.17  C54 1.388, C56 1.421
56 C 18.86 -4.05 -9.19  O55 1.421, H64 1.090, H65 1.090, H66 1.090
57 N 22.71 -4.16 -7.35  C53 1.452, H67 1.010, H68 1.010
58 H 20.98 -1.94 -6.23  C52 1.090
59 H 21.05 -3.47 -5.33  C52 1.090
60 H 19.60 -2.97 -6.26  C52 1.090
61 H 20.80 -4.72 -7.51  C53 1.090
62 H 21.37 -3.65 -9.75  C54 1.090
63 H 21.46 -2.11 -8.92  C54 1.090
64 H 18.86 -4.36 -8.15  C56 1.090
65 H 19.21 -4.89 -9.79  C56 1.090
66 H 17.83 -3.77 -9.43  C56 1.090
67 H 22.79 -4.37 -6.37  N57 1.010
68 H 23.32 -3.38 -7.52  N57 1.010
69 C 31.12 -14.40 -6.45  C70 1.514, H75 1.090, H76 1.090, H77 1.090
70 C 31.20 -13.06 -7.15  C69 1.514, C71 1.531, N74 1.458, H78 1.090
71 C 30.67 -11.92 -6.27  C70 1.531, O72 1.447, H79 1.090, H80 1.090
72 O 30.66 -10.69 -7.03  C71 1.447, C73 1.406
73 C 30.17 -9.53 -6.41  O72 1.406, H81 1.090, H82 1.090, H83 1.090
74 N 32.55 -12.84 -7.64  C70 1.458, H84 1.010, H85 1.010
75 H 30.10 -14.60 -6.10  C69 1.090
76 H 31.75 -14.49 -5.56  C69 1.090
77 H 31.46 -15.17 -7.14  C69 1.090
78 H 30.63 -13.21 -8.06  C70 1.090
79 H 31.27 -11.74 -5.38  C71 1.090
80 H 29.64 -12.12 -5.97  C71 1.090
81 H 30.73 -9.32 -5.50  C73 1.090
82 H 29.13 -9.72 -6.15  C73 1.090
83 H 30.24 -8.63 -7.01  C73 1.090
84 H 32.69 -13.48 -8.41  N74 1.010
85 H 32.62 -11.89 -7.96  N74 1.010
86 C 10.55 -2.69 -18.50  C87 1.597, H92 1.090, H93 1.090, H94 1.090
87 C 12.10 -2.83 -18.87  C86 1.597, C88 1.556, N91 1.443, H95 1.090
88 C 12.80 -4.14 -18.41  C87 1.556, O89 1.456, H96 1.090, H97 1.090
89 O 13.06 -4.12 -16.97  C88 1.456, C90 1.366
90 C 13.26 -5.37 -16.45  O89 1.366, H98 1.090, H99 1.090, H100 1.090
91 N 12.18 -2.53 -20.28  C87 1.443, H101 1.010, H102 1.010
92 H 10.30 -2.83 -17.45  C86 1.090
93 H 10.01 -3.51 -18.97  C86 1.090
94 H 10.15 -1.70 -18.75  C86 1.090
95 H 12.57 -2.03 -18.29  C87 1.090
96 H 13.75 -4.29 -18.91  C88 1.090
97 H 12.19 -5.02 -18.61  C88 1.090
98 H 13.60 -5.28 -15.42  C90 1.090
99 H 13.98 -6.00 -16.97  C90 1.090
100 H 12.28 -5.83 -16.45  C90 1.090
101 H 11.96 -3.44 -20.67  N91 1.010
102 H 11.43 -1.93 -20.59  N91 1.010
103 C 27.56 -1.65 -1.93  C104 1.501, H109 1.090, H110 1.090, H111 1.090
104 C 28.50 -2.77 -2.27  C103 1.501, C105 1.537, N108 1.427, H112 1.090
105 C 29.93 -2.71 -1.71  C104 1.537, O106 1.412, H113 1.090, H114 1.090
106 O 30.64 -1.54 -2.09  C105 1.412, C107 1.457
107 C 32.04 -1.64 -1.70  O106 1.457, H115 1.090, H116 1.090, H117 1.090
108 N 27.76 -3.94 -1.93  C104 1.427, H118 1.010, H119 1.010
109 H 26.51 -1.83 -2.15  C103 1.090
110 H 27.76 -0.77 -2.54  C103 1.090
111 H 27.50 -1.35 -0.88  C103 1.090
112 H 28.57 -2.77 -3.36  C104 1.090
113 H 30.41 -3.61 -2.07  C105 1.090
114 H 29.99 -2.79 -0.62  C105 1.090
115 H 32.54 -0.68 -1.81  C107 1.090
116 H 32.59 -2.46 -2.16  C107 1.090
117 H 32.02 -1.91 -0.64  C107 1.090
118 H 28.37 -4.74 -1.91  N108 1.010
119 H 27.38 -3.75 -1.01  N108 1.010
120 C 9.80 -4.98 -11.10  C121 1.542, H126 1.090, H127 1.090, H128 1.090
121 C 8.27 -4.86 -10.93  C120 1.542, C122 1.547, N125 1.474, H129 1.090
122 C 7.44 -5.13 -12.20  C121 1.547, O123 1.405, H130 1.090, H131 1.090
123 O 6.07 -4.93 -11.99  C122 1.405, C124 1.392
124 C 5.24 -5.14 -13.08  O123 1.392, H132 1.090, H133 1.090, H134 1.090
125 N 7.83 -5.73 -9.83  C121 1.474, H135 1.010, H136 1.010
126 H 10.04 -6.00 -11.42  C120 1.090
127 H 10.31 -4.73 -10.17  C120 1.090
128 H 10.14 -4.31 -11.89  C120 1.090
129 H 8.07 -3.85 -10.57  C121 1.090
130 H 7.59 -6.15 -12.56  C122 1.090
131 H 7.71 -4.45 -13.01  C122 1.090
132 H 4.21 -5.13 -12.73  C124 1.090
133 H 5.40 -6.12 -13.52  C124 1.090
134 H 5.27 -4.35 -13.84  C124 1.090
135 H 6.82 -5.71 -9.87  N125 1.010
136 H 8.00 -6.70 -10.06  N125 1.010
137 C 13.05 -5.50 -4.93  C138 1.517, H143 1.090, H144 1.090, H145 1.090
138 C 12.17 -4.49 -4.23  C137 1.517, C139 1.538, N142 1.494, H146 1.090
139 C 12.14 -3.05 -4.76  C138 1.538, O140 1.360, H147 1.090, H148 1.090
140 O 13.43 -2.69 -4.98  C139 1.360, C141 1.396
141 C 13.58 -1.66 -5.90  O140 1.396, H149 1.090, H150 1.090, H151 1.090
142 N 10.81 -5.10 -4.14  C138 1.494, H152 1.010, H153 1.010
143 H 14.04 -5.10 -5.16  C137 1.090
144 H 12.74 -5.72 -5.96  C137 1.090
145 H 13.17 -6.50 -4.50  C137 1.090
146 H 12.54 -4.44 -3.20  C138 1.090
147 H 11.70 -2.41 -4.00  C139 1.090
148 H 11.52 -3.05 -5.66  C139 1.090
149 H 13.23 -2.02 -6.87  C141 1.090
150 H 14.64 -1.37 -5.85  C141 1.090
151 H 12.88 -0.84 -5.73  C141 1.090
152 H 10.57 -5.01 -5.12  N142 1.010
153 H 10.88 -6.11 -4.04  N142 1.010
154 C 25.82 -16.26 -9.99  C155 1.557, H160 1.090, H161 1.090, H162 1.090
155 C 24.91 -15.36 -9.11  C154 1.557, C156 1.565, N159 1.475, H163 1.090
156 C 24.65 -13.97 -9.78  C155 1.565, O157 1.414, H164 1.090, H165 1.090
157 O 23.75 -13.20 -9.01  C156 1.414, C158 1.469
158 C 23.55 -11.89 -9.64  O157 1.469, H166 1.090, H167 1.090, H168 1.090
159 N 23.62 -16.04 -8.88  C155 1.475, H169 1.010, H170 1.010
160 H 26.04 -17.18 -9.45  C154 1.090
161 H 26.76 -15.75 -10.20  C154 1.090
162 H 25.36 -16.52 -10.94  C154 1.090
163 H 25.34 -15.03 -8.16  C155 1.090
164 H 24.08 -13.97 -10.71  C156 1.090
165 H 25.55 -13.37 -9.94  C156 1.090
166 H 24.48 -11.32 -9.71  C158 1.090
167 H 23.06 -11.33 -8.85  C158 1.090
168 H 23.11 -12.01 -10.63  C158 1.090
169 H 23.34 -16.63 -9.65  N159 1.010
170 H 22.94 -15.29 -8.94  N159 1.010

Values from the calculation:
energy: -2889.59790 hartree
LUMO energy: 0.47 eV
F_max: 3.01 eV/A
frontier orbital gap: 9.52 eV
net charge: 0
structure (SMILES): COC[C@H](C)N.COC[C@H](C)N.COC[C@H](C)N.COC[C@H](C)N.COC[C@H](C)N.COC[C@H](C)N.COC[C@H](C)N.COC[C@H](C)N.COC[C@H](C)N.COC[C@H](C)N